(w)
{"formula": "C2H4INS", "method": "ωB97M-V with the def2-TZVPD basis set", "species": ["C", "C", "N", "S", "I", "H", "H", "H", "H"], "coordinates": [[-1.055, 0.654, -0.052], [0.867, -0.566, 0.757], [-0.063, -0.087, -0.327], [-1.809, 1.433, 1.082], [-1.362, 1.112, -2.979], [1.384, 0.127, 1.413], [0.239, -1.280, 1.153], [1.811, -0.905, 0.266], [-0.013, -0.488, -1.312]], "nbo_charge": [0.199, -0.428, -0.626, 0.200, -0.509, 0.237, 0.219, 0.228, 0.479], "mol_weight_g_mol": 201.03, "orbital_gap_ev": [6.5787, 6.5445]}

=====

(x)
{"formula": "C2H4INS", "method": "ωB97M-V with the def2-TZVPD basis set", "species": ["C", "C", "S", "N", "I", "H", "H", "H", "H"], "coordinates": [[-0.626, 0.953, -0.051], [-0.415, -0.550, -0.116], [-1.755, -1.564, -0.022], [0.853, -0.987, -0.113], [3.089, 0.216, -0.056], [-1.407, 1.169, -0.643], [0.225, 1.429, -0.222], [-0.852, 1.238, 0.957], [0.888, -1.904, 0.267]], "nbo_charge": [-0.663, 0.126, -0.103, -0.617, 0.178, 0.234, 0.211, 0.240, 0.395], "mol_weight_g_mol": 201.03, "orbital_gap_ev": [5.8500, 5.2319]}

=====

Quick one: most stable of them? (w)

=====

(w)
{"formula": "C4H15NO3", "method": "ωB97M-V with the def2-TZVPD basis set", "species": ["C", "N", "C", "C", "C", "O", "H", "H", "H", "H", "H", "H", "H", "H", "H", "H", "H", "O", "H", "H", "O", "H", "H"], "coordinates": [[2.714, 0.560, -0.480], [1.440, 0.786, 0.216], [0.378, 1.064, -0.729], [-0.944, 0.434, -0.235], [-1.705, -0.279, -1.413], [-0.729, -0.625, 0.708], [3.464, 0.338, 0.280], [2.715, -0.218, -1.261], [3.049, 1.454, -1.037], [1.275, -0.026, 0.794], [0.488, 0.682, -1.760], [0.148, 2.101, -1.013], [-1.614, 1.152, 0.259], [-2.431, -0.833, -0.816], [-1.108, -0.908, -2.044], [-2.085, 0.585, -1.925], [-0.889, -0.284, 1.605], [-0.402, -2.869, -1.179], [-0.761, -2.118, -0.682], [0.556, -2.845, -1.129], [-0.681, 1.095, 2.833], [-1.333, 1.803, 2.750], [0.152, 1.575, 2.729]], "nbo_charge": [-0.412, -0.642, -0.258, 0.113, -0.655, -0.788, 0.198, 0.165, 0.188, 0.384, 0.167, 0.188, 0.158, 0.221, 0.234, 0.209, 0.512, -0.962, 0.492, 0.467, -0.948, 0.478, 0.490], "mol_weight_g_mol": 125.17, "orbital_gap_ev": 9.4060}

=====

(x)
{"formula": "C4H15NO3", "method": "ωB97M-V with the def2-TZVPD basis set", "species": ["C", "C", "C", "C", "N", "H", "H", "H", "H", "H", "H", "H", "H", "H", "O", "H", "H", "O", "H", "H", "O", "H", "H"], "coordinates": [[-2.310, -1.137, -1.769], [-0.822, -1.435, -1.605], [0.074, -0.245, -1.387], [0.348, 0.622, -2.353], [1.231, 1.717, -2.224], [-2.761, -0.706, -0.866], [-2.887, -2.011, -2.015], [-2.455, -0.338, -2.499], [-0.641, -2.384, -1.109], [-0.509, -1.788, -2.586], [0.558, -0.106, -0.422], [-0.103, 0.576, -3.334], [1.063, 2.408, -2.940], [1.156, 2.185, -1.334], [-1.681, -3.729, 0.653], [-1.779, -2.881, 0.214], [-0.774, -3.920, 0.905], [4.149, -1.015, 4.702], [5.025, -0.746, 5.022], [4.300, -1.944, 4.483], [-0.013, 5.504, 3.370], [-0.292, 6.283, 3.868], [-0.876, 5.089, 3.227]], "nbo_charge": [-0.609, -0.450, -0.287, 0.005, -0.811, 0.197, 0.211, 0.209, 0.210, 0.208, 0.198, 0.179, 0.365, 0.371, -0.953, 0.479, 0.476, -0.931, 0.466, 0.465, -0.928, 0.464, 0.464], "mol_weight_g_mol": 125.17, "orbital_gap_ev": 9.1241}

=====

(y)
{"formula": "C4H15NO3", "method": "ωB97M-V with the def2-TZVPD basis set", "species": ["C", "C", "C", "N", "C", "H", "H", "H", "H", "H", "H", "H", "H", "H", "O", "H", "H", "O", "H", "H", "O", "H", "H"], "coordinates": [[1.389, 1.640, -1.292], [0.346, 0.663, -1.039], [0.279, -0.560, -1.533], [-0.908, -1.365, -1.199], [-0.358, -2.525, -0.473], [1.660, 2.211, -0.383], [2.380, 1.138, -1.450], [1.253, 2.303, -2.203], [-0.479, 1.121, -0.477], [0.971, -1.078, -2.241], [-1.442, -1.569, -1.937], [-0.791, -3.498, -0.874], [0.731, -2.548, -0.691], [-0.410, -2.527, 0.585], [-0.463, 1.718, 2.617], [-0.897, 0.893, 2.273], [-1.110, 2.435, 2.299], [-2.186, 0.252, 1.150], [-1.661, -0.363, 0.423], [-2.373, -0.349, 1.832], [1.755, 0.694, 1.463], [1.161, 1.343, 1.991], [1.153, -0.027, 1.159]], "nbo_charge": [-0.668, -0.186, -0.072, -0.665, -0.423, 0.250, 0.218, 0.220, 0.214, 0.191, 0.369, 0.199, 0.192, 0.189, -0.980, 0.494, 0.484, -0.985, 0.510, 0.465, -0.983, 0.508, 0.458], "mol_weight_g_mol": 125.17, "orbital_gap_ev": 10.2397}

=====

Quick one: most stable of them? (w)

=====

(w)
{"formula": "C4H15NO3", "method": "ωB97M-V with the def2-TZVPD basis set", "species": ["C", "N", "C", "C", "C", "O", "H", "H", "H", "H", "H", "H", "H", "H", "H", "H", "H", "O", "H", "H", "O", "H", "H"], "coordinates": [[-0.027, -0.993, -0.170], [-0.412, 0.084, 0.798], [0.057, -0.312, 2.131], [-1.924, 0.456, 0.784], [-2.255, 0.883, -0.684], [-1.519, 2.015, -1.200], [1.013, -1.396, 0.235], [-0.671, -1.850, -0.249], [0.028, -0.630, -1.116], [-0.578, -0.689, 2.939], [0.472, 0.514, 2.634], [0.880, -1.062, 2.129], [-2.103, 1.364, 1.452], [-2.527, -0.378, 1.118], [-3.285, 1.091, -0.696], [-2.060, 0.044, -1.461], [-0.705, 1.978, -0.781], [1.780, -0.579, -2.191], [1.426, -0.845, -3.086], [1.292, 0.246, -1.841], [3.282, -1.186, 0.787], [3.522, -0.486, 1.431], [2.729, -0.695, 0.177]], "nbo_charge": [-0.415, -0.479, -0.442, -0.245, -0.073, -0.718, 0.214, 0.175, 0.179, 0.185, 0.190, 0.212, 0.208, 0.190, 0.182, 0.158, 0.465, -0.959, 0.488, 0.478, -0.930, 0.466, 0.471], "mol_weight_g_mol": 125.17, "orbital_gap_ev": 9.5347}

=====

(x)
{"formula": "C4H15NO3", "method": "ωB97M-V with the def2-TZVPD basis set", "species": ["C", "C", "C", "N", "C", "O", "H", "H", "H", "H", "H", "H", "H", "H", "H", "H", "H", "O", "H", "H", "O", "H", "H"], "coordinates": [[0.704, 1.419, -1.963], [0.158, 0.018, -1.608], [1.122, -1.048, -2.148], [-0.301, -0.165, -0.210], [0.766, 0.178, 0.745], [0.430, 0.131, 2.116], [1.585, 1.600, -1.346], [-0.017, 2.227, -1.859], [1.088, 1.299, -2.975], [-0.801, -0.022, -2.135], [0.971, -2.042, -1.720], [2.159, -0.739, -2.002], [0.910, -1.120, -3.212], [-1.109, 0.431, -0.037], [1.089, 1.207, 0.584], [1.608, -0.495, 0.559], [0.126, -0.772, 2.306], [-1.894, 1.776, 1.482], [-1.964, 2.733, 1.528], [-1.150, 1.467, 2.008], [-0.597, -2.388, 1.078], [-1.432, -2.840, 1.241], [-0.733, -1.541, 0.506]], "nbo_charge": [-0.629, -0.036, -0.632, -0.675, 0.090, -0.745, 0.199, 0.215, 0.216, 0.193, 0.233, 0.204, 0.217, 0.404, 0.156, 0.165, 0.504, -0.977, 0.476, 0.498, -1.034, 0.470, 0.489], "mol_weight_g_mol": 125.17, "orbital_gap_ev": 10.2947}

=====

Quick one: most stable of them? (x)

=====

(w)
{"formula": "C6H12O", "method": "ωB97M-V with the def2-TZVPD basis set", "species": ["C", "C", "C", "C", "C", "C", "H", "H", "H", "H", "H", "H", "H", "H", "H", "H", "H", "H", "O"], "coordinates": [[0.172, -0.738, 0.436], [0.902, 0.397, 0.007], [1.580, 1.124, 1.013], [0.302, 1.146, -1.257], [-1.078, 1.686, -1.039], [-2.192, 0.893, -1.157], [-0.932, -0.719, 0.450], [0.250, -1.058, 1.433], [0.128, -1.611, -0.311], [1.297, 1.007, 2.194], [1.958, 1.962, 0.501], [1.142, 1.825, -1.497], [0.444, 0.329, -2.002], [-1.236, 2.713, -0.798], [-2.112, -0.128, -1.565], [-3.241, 1.308, -0.964], [1.143, -3.400, 2.056], [-0.432, -3.233, 1.702], [0.433, -3.255, 1.348]], "nbo_charge": [-0.776, 0.306, -0.101, -0.494, -0.230, -0.336, 0.342, 0.260, 0.341, 0.275, 0.208, 0.242, 0.267, 0.237, 0.203, 0.243, 0.499, 0.478, -0.964], "mol_weight_g_mol": 100.16, "spin_multiplicity": 2, "orbital_gap_ev": [8.7135, 5.9026], "charge": 1, "s_squared": 0.76}

=====

(x)
{"formula": "C6H12O", "method": "ωB97M-V with the def2-TZVPD basis set", "species": ["C", "O", "C", "C", "C", "C", "C", "H", "H", "H", "H", "H", "H", "H", "H", "H", "H", "H", "H"], "coordinates": [[-1.549, -1.527, 0.565], [-1.988, -1.346, 1.880], [-1.401, -0.144, -0.053], [-0.256, 0.654, 0.557], [1.169, 0.175, 0.212], [2.438, 1.448, -1.584], [1.387, 0.649, -1.142], [-0.583, -2.045, 0.479], [-2.225, -2.094, -0.079], [-1.984, -2.176, 2.358], [-1.369, -0.199, -1.152], [-2.321, 0.435, 0.055], [-0.318, 1.716, 0.297], [-0.527, 0.782, 1.614], [1.911, 0.563, 0.890], [1.292, -0.866, 0.413], [3.142, 1.889, -0.886], [2.616, 1.719, -2.620], [0.567, 0.368, -1.803]], "nbo_charge": [-0.061, -0.715, -0.434, -0.403, -0.523, -0.043, 0.141, 0.144, 0.183, 0.488, 0.203, 0.252, 0.221, 0.292, 0.253, 0.303, 0.225, 0.236, 0.237], "mol_weight_g_mol": 100.16, "spin_multiplicity": 2, "orbital_gap_ev": [8.6508, 4.7544], "charge": 1, "s_squared": 0.75}

=====

(y)
{"formula": "C6H12O", "method": "ωB97M-V with the def2-TZVPD basis set", "species": ["C", "C", "C", "C", "C", "C", "H", "H", "H", "H", "H", "H", "H", "H", "H", "H", "H", "H", "O"], "coordinates": [[-0.831, -0.739, -1.920], [-0.557, -0.357, -0.510], [-0.227, -1.329, 0.426], [-1.581, 1.233, 1.003], [-0.817, 0.989, -0.088], [-0.327, 2.151, -0.930], [0.055, -0.533, -2.526], [-1.620, -0.148, -2.362], [-0.969, -1.822, -1.985], [-0.576, -1.166, 1.442], [0.375, -2.182, 0.157], [-1.873, 2.208, 1.361], [-1.984, 0.413, 1.575], [0.312, 1.856, -1.752], [0.285, 2.823, -0.329], [-1.182, 2.631, -1.394], [3.249, -1.055, 2.477], [3.153, -1.131, 0.958], [3.237, -1.680, 1.746]], "nbo_charge": [-0.688, 0.160, -0.112, -0.159, -0.022, -0.660, 0.277, 0.266, 0.261, 0.228, 0.248, 0.236, 0.205, 0.236, 0.262, 0.258, 0.475, 0.459, -0.931], "mol_weight_g_mol": 100.16, "spin_multiplicity": 2, "orbital_gap_ev": [9.5423, 6.9023], "charge": 1, "s_squared": 0.78}

=====

Quick one: most stable of them? (y)